1.
Below is a structure of composition C40H20ClF20GeN2O2S2Tc, with properties calculated with the ωB97M-V functional and the def2-TZVPD basis.

Geometry (Å):
Tc 0.917 1.577 1.383
Cl -3.160 1.047 7.442
C -2.218 1.496 6.046
C -1.702 2.797 5.958
C -0.970 3.183 4.868
C -0.689 2.282 3.810
O 0.006 2.713 2.805
C -1.220 0.970 3.916
C -1.108 -0.020 2.876
O -0.445 0.041 1.840
C -1.990 0.604 5.039
H -1.891 3.494 6.765
H -0.569 4.184 4.786
H -1.697 -0.934 3.014
H -2.400 -0.398 5.094
C 1.132 4.743 -2.295
N 0.342 3.548 -2.519
C 0.206 2.902 -3.738
C -0.559 1.813 -3.522
N -0.894 1.820 -2.191
C -0.335 2.868 -1.572
S -0.471 3.258 0.099
H 2.188 4.522 -2.449
H 0.975 5.063 -1.269
H 0.813 5.527 -2.979
H 0.673 3.277 -4.631
H -0.879 1.024 -4.180
H -1.318 1.027 -1.690
F -1.333 -4.014 -0.005
C -0.344 -3.630 -0.835
C -0.527 -2.578 -1.711
C 0.574 -2.265 -2.484
F 0.498 -1.236 -3.360
C 1.779 -2.934 -2.422
F 2.814 -2.575 -3.195
C 1.913 -3.989 -1.537
F 3.069 -4.657 -1.454
C 0.842 -4.342 -0.739
F 0.964 -5.363 0.118
Ge -2.046 -1.248 -1.685
S 1.248 0.268 -0.430
C -3.552 -2.384 -0.950
C -4.207 -1.994 0.202
F -3.820 -0.893 0.874
C -5.273 -2.695 0.744
F -5.879 -2.279 1.864
C -5.712 -3.844 0.115
F -6.740 -4.535 0.618
C -5.080 -4.277 -1.038
F -5.501 -5.398 -1.639
C -4.019 -3.546 -1.539
F -3.426 -4.028 -2.645
C -2.681 -1.328 -3.635
C -3.592 -0.357 -4.014
F -4.096 0.487 -3.090
C -4.037 -0.175 -5.312
F -4.919 0.788 -5.616
C -3.557 -1.004 -6.307
F -3.968 -0.851 -7.571
C -2.655 -2.001 -5.981
F -2.200 -2.817 -6.940
C -2.244 -2.147 -4.665
F -1.389 -3.157 -4.436
C 4.167 -0.384 0.644
C 3.942 0.996 0.034
C 4.770 2.052 0.769
C 4.431 0.942 -1.425
C 2.475 1.423 -0.023
H 5.242 -0.569 0.728
H 3.736 -1.165 0.015
H 3.733 -0.478 1.636
H 5.833 1.905 0.560
H 4.636 1.999 1.847
H 4.501 3.062 0.445
H 5.474 0.615 -1.462
H 4.372 1.926 -1.901
H 3.830 0.246 -2.013
H 2.390 2.382 -0.556
F 2.753 3.206 3.128
C 2.788 1.954 3.649
C 2.114 0.937 2.996
C 2.197 -0.299 3.615
F 1.605 -1.381 3.069
C 2.910 -0.523 4.782
F 2.972 -1.741 5.337
C 3.569 0.530 5.388
F 4.263 0.334 6.517
C 3.510 1.787 4.817
F 4.149 2.813 5.399

- highest occupied orbital energy (alpha / beta) (eV) = -5.26 / -5.30
- orbital gap (alpha / beta) (eV) = 6.96 / 6.59
- expectation value of S² = 0.7616
- E_LUMO (alpha / beta) (eV) = 1.700 / 1.290
- multiplicity = 2
- ΔE to the lowest compared entry with this formula, charge and spin (kJ/mol) = 22.92
- total charge = -1

2.
Below is a structure of composition C40H24Cl3N8O3Ta, with properties calculated with the ωB97M-V functional and the def2-TZVPD basis.

Geometry (Å):
Ta 0.357 -0.230 0.203
Cl -1.133 -6.762 1.295
C -0.353 -5.240 1.434
C -0.263 -4.435 0.311
C 0.352 -3.195 0.412
N 0.339 -2.174 -0.576
C 0.225 -2.544 -1.896
O 0.457 -3.636 -2.351
C -0.272 -1.433 -2.758
C -0.513 -1.670 -4.099
C -1.082 -0.665 -4.859
C -1.396 0.532 -4.234
C -1.100 0.690 -2.894
N -0.533 -0.270 -2.147
C 0.884 -2.766 1.617
C 0.789 -3.569 2.748
C 0.170 -4.805 2.654
Cl 0.049 -5.773 4.063
N 1.329 -1.409 1.572
C 2.272 -1.005 2.513
O 2.767 -1.709 3.352
C 2.648 0.425 2.373
C 3.538 0.984 3.269
C 3.861 2.324 3.132
C 3.275 3.032 2.096
C 2.398 2.387 1.243
N 2.079 1.094 1.368
H -0.666 -4.789 -0.625
H -0.261 -2.643 -4.498
H -1.294 -0.815 -5.909
H -1.867 1.342 -4.772
H -1.349 1.617 -2.403
H 1.185 -3.256 3.700
H 3.948 0.353 4.045
H 4.547 2.802 3.817
H 3.486 4.081 1.940
H 1.951 2.943 0.436
Cl -4.926 4.310 2.645
C -3.610 3.233 2.381
C -3.336 2.227 3.324
C -2.288 1.353 3.143
C -1.487 1.441 2.003
O -0.488 0.589 1.833
C -1.752 2.449 1.061
C -0.912 2.652 -0.064
N 0.036 1.869 -0.491
C 0.916 2.304 -1.537
C 0.869 3.515 -2.179
C 1.809 3.848 -3.176
C 2.805 2.978 -3.516
C 2.891 1.727 -2.862
C 3.908 0.783 -3.143
C 3.945 -0.403 -2.466
C 2.954 -0.669 -1.514
N 1.986 0.189 -1.237
C 1.942 1.396 -1.883
C -2.817 3.355 1.275
H -3.959 2.153 4.206
H -2.066 0.590 3.878
H -1.085 3.581 -0.604
H 0.121 4.257 -1.936
H 1.737 4.811 -3.662
H 3.538 3.235 -4.268
H 4.655 1.015 -3.892
H 4.712 -1.141 -2.651
H 2.938 -1.608 -0.974
H -3.006 4.145 0.557
N -3.562 -3.918 3.538
C -3.493 -3.191 2.653
C -3.382 -2.260 1.562
C -4.465 -1.910 0.764
C -4.255 -0.993 -0.252
C -2.985 -0.487 -0.458
N -1.936 -0.835 0.299
C -2.145 -1.689 1.308
H -5.441 -2.337 0.946
H -5.065 -0.669 -0.889
H -2.810 0.226 -1.245
H -1.312 -1.934 1.951

- highest occupied orbital energy (eV) = -12.90
- orbital gap (eV) = 5.96
- E_LUMO (eV) = -6.938
- ΔE to the lowest compared entry with this formula, charge and spin (kJ/mol) = 3.03
- total charge = +2

| no. | maximum force (eV/A) |
| --- | --- |
| 1 | 0.69 |
| 2 | 0.57 |